Below is a 9-piece molecular cluster, C42H75N2O24 overall, with properties calculated with ωB97M-V/def2-TZVPD.

LUMO energy   -3.47 eV
Charge   +1
DFT total energy   -96885.4737 eV
HOMO level   -10.89 eV

Geometry (Å):
C (3.08, -0.71, -0.37)
C (3.56, 0.69, 0.03)
C (3.82, 1.61, -1.18)
C (3.89, 3.09, -0.73)
C (3.18, 4.08, -1.65)
C (1.68, 4.06, -1.55)
C (0.99, 5.29, -1.43)
C (-0.38, 5.28, -1.37)
N (-1.09, 4.13, -1.42)
C (-0.47, 2.94, -1.52)
C (-1.27, 1.67, -1.59)
C (-2.75, 1.84, -1.91)
C (-3.46, 0.47, -1.88)
C (-4.15, 0.26, -0.52)
N (-3.12, 0.18, 0.51)
C (-2.24, -0.85, 0.64)
C (-1.39, -0.54, 1.68)
C (-1.78, 0.72, 2.18)
C (-2.85, 1.15, 1.43)
C (0.91, 2.90, -1.59)
H (1.99, -0.77, -0.40)
H (3.39, -1.41, 0.41)
H (3.54, -1.07, -1.29)
H (2.82, 1.15, 0.68)
H (4.49, 0.63, 0.59)
H (3.12, 1.42, -1.99)
H (4.80, 1.33, -1.56)
H (4.94, 3.37, -0.73)
H (3.54, 3.17, 0.30)
H (3.49, 5.08, -1.33)
H (3.51, 4.00, -2.68)
H (1.52, 6.23, -1.41)
H (-0.94, 6.20, -1.31)
H (-2.09, 4.18, -1.40)
H (-0.80, 1.08, -2.38)
H (-1.10, 1.16, -0.64)
H (-3.26, 2.54, -1.25)
H (-2.84, 2.20, -2.94)
H (-4.20, 0.43, -2.67)
H (-2.73, -0.31, -2.03)
H (-4.76, 1.13, -0.33)
H (-4.74, -0.65, -0.54)
H (-2.23, -1.74, 0.04)
H (-0.58, -1.13, 2.06)
H (-1.32, 1.27, 2.98)
H (-3.41, 2.06, 1.53)
H (1.38, 1.94, -1.68)
C (0.84, 3.27, 3.38)
O (1.81, 2.24, 3.56)
C (2.32, 2.19, 4.80)
O (2.02, 2.92, 5.71)
O (3.20, 1.20, 4.85)
C (3.83, 1.02, 6.12)
H (0.51, 3.20, 2.35)
H (-0.01, 3.12, 4.05)
H (1.28, 4.25, 3.56)
H (3.09, 0.79, 6.89)
H (4.39, 1.91, 6.40)
H (4.51, 0.19, 6.02)
C (4.61, 3.99, 4.09)
O (5.91, 4.58, 4.10)
C (6.47, 4.67, 2.89)
O (5.98, 4.27, 1.86)
O (7.65, 5.26, 3.02)
C (8.37, 5.42, 1.80)
H (4.27, 3.98, 5.12)
H (3.92, 4.59, 3.50)
H (4.65, 2.97, 3.71)
H (7.82, 6.04, 1.10)
H (8.59, 4.45, 1.35)
H (9.31, 5.91, 2.05)
C (-1.39, 1.91, -6.22)
O (-2.33, 1.57, -7.23)
C (-3.53, 1.21, -6.77)
O (-3.85, 1.16, -5.61)
O (-4.30, 0.92, -7.81)
C (-5.63, 0.51, -7.47)
H (-0.47, 2.18, -6.73)
H (-1.74, 2.76, -5.64)
H (-1.20, 1.06, -5.57)
H (-6.15, 1.31, -6.95)
H (-5.62, -0.39, -6.87)
H (-6.14, 0.31, -8.41)
C (3.64, -6.87, -3.56)
O (2.55, -6.08, -4.03)
C (2.54, -4.83, -3.57)
O (3.34, -4.34, -2.82)
O (1.47, -4.21, -4.09)
C (1.33, -2.86, -3.67)
H (3.53, -7.85, -4.01)
H (4.60, -6.45, -3.86)
H (3.60, -6.97, -2.48)
H (2.19, -2.26, -3.98)
H (1.21, -2.80, -2.59)
H (0.44, -2.47, -4.15)
C (-3.05, -0.54, 9.32)
O (-3.87, -0.88, 8.20)
C (-3.38, -0.49, 7.02)
O (-2.35, 0.10, 6.85)
O (-4.24, -0.86, 6.07)
C (-3.82, -0.50, 4.75)
H (-3.57, -0.92, 10.20)
H (-2.08, -1.02, 9.24)
H (-2.94, 0.54, 9.40)
H (-2.88, -0.98, 4.50)
H (-3.73, 0.58, 4.66)
H (-4.59, -0.86, 4.07)
C (-1.49, -5.71, -4.36)
O (-2.06, -6.90, -4.90)
C (-1.66, -8.01, -4.28)
O (-0.90, -8.06, -3.34)
O (-2.25, -9.05, -4.86)
C (-1.92, -10.32, -4.29)
H (-1.89, -4.88, -4.94)
H (-1.79, -5.58, -3.31)
H (-0.41, -5.72, -4.44)
H (-2.23, -10.36, -3.24)
H (-0.85, -10.51, -4.37)
H (-2.46, -11.07, -4.86)
C (0.45, -9.58, -1.17)
O (0.22, -10.44, -0.04)
C (-0.77, -10.05, 0.76)
O (-1.45, -9.07, 0.61)
O (-0.88, -10.93, 1.75)
C (-1.91, -10.63, 2.69)
H (1.27, -10.02, -1.72)
H (-0.43, -9.53, -1.80)
H (0.72, -8.58, -0.83)
H (-2.88, -10.62, 2.21)
H (-1.73, -9.67, 3.17)
H (-1.89, -11.42, 3.44)
C (-2.50, 6.21, 1.55)
O (-2.22, 7.28, 2.44)
C (-2.25, 8.48, 1.85)
O (-2.47, 8.66, 0.67)
O (-1.99, 9.40, 2.75)
C (-1.99, 10.75, 2.26)
H (-2.44, 5.29, 2.13)
H (-3.50, 6.30, 1.14)
H (-1.76, 6.18, 0.75)
H (-2.97, 11.01, 1.86)
H (-1.23, 10.87, 1.50)
H (-1.77, 11.39, 3.10)